(1)
ORCA calculation (wB97M-V/def2-TZVPD) on a single C24H33N7O3 molecule.

Atoms and positions in Å:
C -0.77 4.63 -0.38
N 0.10 3.51 -0.08
C -0.06 2.35 -0.84
O -0.88 2.28 -1.74
C 0.83 1.32 -0.41
C 1.70 1.50 0.66
N 2.39 0.37 0.90
C 1.96 -0.51 0.01
C 2.46 -1.92 0.03
N 1.95 -2.74 1.12
C 2.32 -2.27 2.45
C 1.10 -2.10 3.36
N 0.06 -1.36 2.68
C -0.23 -0.03 2.89
C 0.47 0.75 3.82
C 0.13 2.07 4.04
C -0.88 2.68 3.32
C -1.58 1.92 2.40
C -1.27 0.59 2.20
C -0.43 -2.03 1.49
C 0.56 -3.12 1.03
N 1.03 0.01 -0.83
C 0.50 -0.54 -2.05
C -1.01 -0.81 -2.01
N -1.45 -1.22 -3.33
C -2.77 -0.72 -3.68
C -3.06 -1.07 -5.14
O -2.99 -2.46 -5.36
C -1.72 -2.95 -5.00
C -1.40 -2.65 -3.54
N 1.81 2.68 1.31
C 2.81 2.86 2.34
C 1.00 3.73 0.95
O 1.06 4.81 1.51
H -1.41 4.34 -1.21
H -1.37 4.88 0.50
H -0.17 5.50 -0.65
H 3.54 -1.90 0.13
H 2.21 -2.43 -0.91
H 2.83 -1.31 2.37
H 3.01 -3.01 2.90
H 0.69 -3.08 3.64
H 1.38 -1.59 4.28
H 1.28 0.33 4.39
H 0.69 2.64 4.77
H -1.12 3.72 3.48
H -2.39 2.36 1.83
H -1.88 0.03 1.50
H -1.41 -2.49 1.69
H -0.55 -1.30 0.70
H 0.33 -3.39 -0.01
H 0.43 -4.02 1.63
H 0.67 0.18 -2.85
H 1.04 -1.45 -2.29
H -1.25 -1.58 -1.25
H -1.51 0.12 -1.74
H -2.78 0.36 -3.55
H -3.56 -1.17 -3.04
H -4.07 -0.77 -5.42
H -2.33 -0.56 -5.78
H -1.75 -4.03 -5.18
H -0.95 -2.49 -5.64
H -0.39 -3.01 -3.31
H -2.12 -3.18 -2.89
H 3.79 3.01 1.89
H 2.54 3.73 2.92
H 2.84 1.97 2.96

Values from the calculation:
* relative energy (zero: lowest compared OMol25 entry of this formula, charge and spin): 13.55 kJ/mol
* E_LUMO: 0.60 eV
* SMILES: Cn1c(=O)c2c(nc(CN3CCN(c4ccccc4)CC3)n2CCN2CCOCC2)n(C)c1=O
* orbital gap: 8.1 eV

(2)
ORCA calculation (wB97M-V/def2-TZVPD) on a molecular structure, C24H32F5LiN2OS.

Atoms and positions in Å:
Li -0.11 0.46 -0.21
C -0.39 -0.66 6.87
C -0.92 -1.59 5.77
C -0.27 -2.97 5.95
C -2.44 -1.70 5.94
C -0.60 -1.07 4.37
C 0.10 0.10 4.11
C 0.31 0.48 2.79
N -0.10 -0.22 1.75
C -0.77 -1.35 1.98
C -1.04 -1.79 3.27
C -1.21 -2.08 0.78
C -1.88 -3.30 0.85
C -2.31 -3.95 -0.31
C -2.03 -3.31 -1.51
C -1.36 -2.10 -1.49
N -0.95 -1.50 -0.39
C -3.05 -5.27 -0.19
C -2.19 -6.29 0.57
C -3.40 -5.87 -1.55
C -4.36 -5.03 0.58
H -0.64 -1.08 7.84
H -0.85 0.32 6.80
H 0.69 -0.56 6.81
H -0.47 -3.33 6.96
H 0.81 -2.90 5.82
H -0.66 -3.69 5.24
H -2.68 -2.05 6.94
H -2.88 -2.40 5.23
H -2.91 -0.73 5.79
H 0.47 0.74 4.90
H 0.83 1.40 2.55
H -1.61 -2.70 3.42
H -2.07 -3.76 1.80
H -2.34 -3.72 -2.46
H -1.14 -1.57 -2.41
H -1.24 -6.45 0.05
H -2.72 -7.24 0.63
H -1.97 -5.96 1.59
H -2.50 -6.07 -2.14
H -4.06 -5.22 -2.11
H -3.92 -6.82 -1.40
H -4.17 -4.67 1.59
H -4.92 -5.96 0.65
H -4.97 -4.30 0.06
F -2.35 2.17 0.11
C -1.31 1.98 -0.84
F -1.98 2.18 -2.06
C -0.42 3.19 -0.67
F 0.25 3.12 0.51
F 0.53 3.23 -1.61
F -0.99 4.41 -0.67
O 1.62 0.48 -0.74
S 2.54 -0.59 -0.36
C 4.12 -0.23 -1.27
C 4.18 -1.15 -2.49
C 3.47 -2.44 -2.10
C 2.15 -2.00 -1.49
H 4.93 -0.42 -0.57
H 4.09 0.82 -1.53
H 5.21 -1.33 -2.79
H 3.65 -0.69 -3.32
H 4.07 -2.98 -1.36
H 3.33 -3.08 -2.96
H 1.65 -2.79 -0.93
H 1.48 -1.58 -2.24

Values from the calculation:
* E_LUMO: -0.11 eV
* orbital gap: 6.7 eV

(3)
ORCA calculation (wB97M-V/def2-TZVPD) on a single C10H12N2 molecule.

Atoms and positions in Å:
C 1.24 2.84 -0.50
C -1.16 2.76 -0.49
C 0.10 -0.55 0.45
C 0.10 0.66 0.91
C -0.05 -0.96 -0.99
C -0.73 0.05 -1.91
C 0.08 1.33 -2.14
C 0.05 2.24 -0.94
C 0.30 -1.69 1.43
C 0.15 1.47 2.12
N 2.22 3.28 -0.11
N -2.16 3.16 -0.08
H 0.95 -1.20 -1.39
H -0.63 -1.88 -1.01
H -0.89 -0.43 -2.88
H -1.71 0.31 -1.50
H 1.12 1.08 -2.38
H -0.35 1.87 -2.99
H 0.25 -2.65 0.91
H -0.47 -1.67 2.20
H 1.27 -1.61 1.92
H 0.04 0.82 2.99
H -0.67 2.19 2.13
H 1.09 2.01 2.19

Values from the calculation:
* relative energy (zero: lowest compared OMol25 entry of this formula, charge and spin): 329.91 kJ/mol
* E_LUMO (alpha / beta): -0.75 / -0.75 eV
* orbital gap (alpha / beta): 7.8 / 7.8 eV

(4)
ORCA calculation (wB97M-V/def2-TZVPD) on 14 unconnected molecules or ions with the total composition C6H42N2O13.

Atoms and positions in Å:
C 1.95 -0.20 -1.67
N 1.98 -0.84 -0.33
C 3.29 -0.65 0.27
C 3.80 0.84 0.32
C 3.35 -1.28 1.70
C 1.16 -1.28 -2.44
N -0.33 -0.92 -2.53
C -0.80 -0.89 -3.89
H 2.87 0.05 -2.29
H 1.33 0.70 -1.68
H 1.24 -0.42 0.25
H 4.04 -1.11 -0.35
H 4.87 1.08 0.48
H 3.55 1.30 -0.68
H 3.33 1.41 1.10
H 3.72 -0.53 2.30
H 2.34 -1.41 2.12
H 3.90 -2.24 1.49
H 1.26 -2.25 -1.97
H 1.57 -1.40 -3.42
H -0.60 -0.29 -1.81
H -0.69 -1.83 -4.51
H -0.22 -0.27 -4.56
H -1.88 -0.80 -3.85
H 1.25 3.84 -0.36
H 2.80 4.19 -0.21
O 2.12 3.76 -0.76
H 0.71 -2.84 2.74
H 0.74 -1.95 3.95
O 0.58 -2.90 3.75
H -1.59 -3.33 2.08
H -2.62 -2.93 2.90
O -2.42 -2.87 1.94
H -1.19 1.52 -0.09
H 0.29 1.01 0.26
O -0.63 0.78 0.09
H -2.36 3.47 -1.38
H -2.16 3.57 -2.83
O -2.62 4.06 -2.14
H -3.36 1.10 -1.25
H -1.92 0.49 -1.34
O -2.54 1.12 -1.70
H -3.56 -1.16 -0.10
H -2.96 -2.60 0.00
O -3.04 -1.81 -0.59
H 1.28 2.14 2.79
H 0.63 1.15 3.78
O 0.50 1.99 3.37
H -1.53 0.94 2.06
H -1.35 1.82 3.35
O -2.01 1.24 2.85
H -3.24 2.04 1.27
H -4.07 0.92 1.55
O -3.90 1.52 0.82
H 1.03 -2.61 0.36
H 0.82 -4.02 0.94
O 0.83 -3.08 1.22
H -1.80 4.69 -0.25
H -2.25 4.49 1.17
O -1.91 4.00 0.41
H -1.98 -3.35 -1.66
H -0.41 -3.33 -1.68
O -1.17 -3.83 -1.33

Values from the calculation:
* relative energy (zero: lowest compared OMol25 entry of this formula, charge and spin): 482.48 kJ/mol
* E_LUMO: -0.35 eV
* orbital gap: 8.0 eV

Electronic energy? In order: -1543.39570; -2023.57966; -497.63662; -1341.30591 Eh.